(1)
{"formula": "C28H24BrI2N2OPtSi", "method": "ωB97M-V/def2-TZVPD", "elements": ["Pt", "I", "C", "C", "C", "I", "C", "C", "C", "C", "N", "C", "C", "O", "H", "H", "H", "H", "Br", "C", "C", "C", "C", "C", "C", "C", "C", "C", "C", "H", "H", "H", "H", "H", "H", "C", "Si", "C", "C", "N", "C", "C", "C", "C", "C", "C", "H", "H", "H", "H", "H", "H", "H", "H", "H", "H", "H", "H", "H", "H"], "xyz": [[0.117, 0.877, 0.133], [0.460, 6.035, -0.509], [-1.218, 4.817, -0.511], [-2.480, 5.377, -0.764], [-3.610, 4.607, -0.770], [-5.446, 5.530, -1.100], [-3.520, 3.206, -0.554], [-4.608, 2.306, -0.574], [-4.385, 0.972, -0.414], [-3.072, 0.506, -0.232], [-2.039, 1.313, -0.175], [-2.246, 2.657, -0.322], [-1.056, 3.466, -0.237], [0.071, 2.929, 0.070], [-2.548, 6.437, -0.963], [-5.611, 2.688, -0.718], [-5.200, 0.263, -0.423], [-2.866, -0.548, -0.129], [1.725, -1.180, 2.847], [3.074, -1.150, 1.538], [4.026, -2.117, 1.729], [5.232, -2.103, 1.010], [5.477, -1.043, 0.199], [4.501, -0.033, -0.007], [4.886, 1.073, -0.793], [3.982, 2.042, -1.061], [2.644, 1.891, -0.650], [2.158, 0.837, 0.120], [3.184, -0.114, 0.559], [3.857, -2.870, 2.486], [5.966, -2.884, 1.161], [6.429, -0.939, -0.308], [5.908, 1.127, -1.152], [4.259, 2.918, -1.638], [1.958, 2.633, -1.007], [-1.051, -0.836, -2.657], [-0.125, -1.822, -1.349], [1.671, -1.827, -1.853], [-0.711, -3.597, -1.580], [-0.369, -1.114, 0.226], [-0.962, -1.580, 1.360], [-1.487, -2.885, 1.479], [-2.169, -3.302, 2.608], [-2.354, -2.454, 3.695], [-1.816, -1.177, 3.611], [-1.134, -0.752, 2.485], [-0.716, -1.127, -3.655], [-0.865, 0.232, -2.533], [-2.131, -0.994, -2.605], [1.770, -2.211, -2.873], [2.275, -2.451, -1.193], [2.081, -0.821, -1.831], [-0.492, -3.877, -2.614], [-1.784, -3.719, -1.422], [-0.190, -4.299, -0.928], [-1.358, -3.585, 0.673], [-2.563, -4.312, 2.637], [-2.890, -2.780, 4.576], [-1.927, -0.488, 4.441], [-0.712, 0.247, 2.461]], "orbital_gap_ev": 6.09, "total_charge": -1, "lumo_energy_ev": 1.980, "e_tot_ev": -131825.783, "relative_energy_kj_mol": 0.0}



(2)
{"formula": "C4H4Cl2O", "method": "ωB97M-V/def2-TZVPD", "elements": ["O", "C", "C", "C", "Cl", "C", "Cl", "H", "H", "H", "H"], "xyz": [[1.961, 0.839, -1.142], [0.991, 0.472, -0.521], [0.354, 0.570, 0.897], [-0.672, -0.461, 0.496], [-0.566, -2.036, 1.287], [-0.140, -0.432, -0.966], [-1.147, 0.644, -2.067], [0.983, 0.283, 1.806], [0.059, 1.692, 1.019], [-1.763, -0.286, 0.698], [-0.060, -1.284, -1.508]], "orbital_gap_ev": 10.06, "total_charge": 0, "lumo_energy_ev": -0.144, "e_tot_ev": -31303.825, "relative_energy_kj_mol": 56.8}



(3)
{"formula": "C14H14MnN2S5", "method": "ωB97M-V/def2-TZVPD", "elements": ["Mn", "C", "C", "S", "C", "C", "S", "C", "C", "S", "H", "H", "H", "H", "H", "H", "H", "H", "H", "H", "H", "H", "S", "C", "C", "C", "C", "N", "C", "C", "C", "S", "C", "N", "H", "H"], "xyz": [[0.470, -0.322, -0.662], [-0.102, 2.874, -0.912], [-1.392, 2.547, -0.164], [-1.355, 0.975, 0.762], [-2.856, 0.117, 0.182], [-2.640, -1.115, -0.704], [-1.370, -0.971, -1.989], [-1.912, 0.526, -2.876], [-0.723, 1.380, -3.294], [0.565, 1.614, -2.031], [0.722, 3.056, -0.222], [-0.233, 3.778, -1.507], [-2.250, 2.534, -0.830], [-1.566, 3.334, 0.568], [-3.490, 0.860, -0.296], [-3.382, -0.204, 1.080], [-3.574, -1.385, -1.198], [-2.316, -1.977, -0.123], [-2.598, 1.072, -2.237], [-2.462, 0.198, -3.758], [-1.046, 2.365, -3.631], [-0.186, 0.917, -4.122], [2.434, 0.180, 0.318], [2.869, -1.215, -0.691], [4.005, -1.178, -1.502], [4.343, -2.253, -2.302], [5.524, -2.178, -3.127], [6.457, -2.104, -3.792], [3.520, -3.388, -2.327], [2.375, -3.425, -1.554], [2.039, -2.356, -0.721], [0.544, -2.391, 0.236], [3.836, -4.509, -3.178], [4.072, -5.398, -3.865], [4.637, -0.300, -1.496], [1.736, -4.297, -1.589]], "multiplicity": 5, "orbital_gap_ev": [6.00, 7.76], "total_charge": 1, "lumo_energy_ev": [-5.384, -4.164], "e_tot_ev": -103215.998, "s2": 6.168, "relative_energy_kj_mol": 3.7}



(4)
{"formula": "C18H62N22O12", "method": "ωB97M-V/def2-TZVPD", "elements": ["C", "O", "C", "C", "C", "N", "H", "H", "H", "H", "H", "H", "H", "H", "H", "H", "H", "C", "O", "C", "C", "C", "N", "H", "H", "H", "H", "H", "H", "H", "H", "H", "H", "H", "N", "C", "N", "O", "H", "H", "H", "H", "N", "C", "N", "O", "H", "H", "H", "H", "N", "C", "N", "O", "H", "H", "H", "H", "N", "C", "N", "O", "H", "H", "H", "H", "N", "C", "N", "O", "H", "H", "H", "H", "N", "C", "N", "O", "H", "H", "H", "H", "N", "C", "N", "O", "H", "H", "H", "H", "N", "C", "N", "O", "H", "H", "H", "H", "N", "C", "N", "O", "H", "H", "H", "H", "N", "C", "N", "O", "H", "H", "H", "H"], "xyz": [[-2.816, 18.829, -18.306], [-1.483, 19.401, -18.341], [-1.301, 20.368, -19.341], [0.109, 20.946, -19.326], [0.465, 21.717, -18.029], [0.366, 21.756, -20.521], [-3.185, 18.472, -19.267], [-3.480, 19.658, -18.061], [-2.858, 18.044, -17.550], [-1.628, 19.849, -20.241], [-1.992, 21.194, -19.169], [0.848, 20.147, -19.381], [-0.199, 22.569, -17.877], [1.425, 22.234, -18.023], [0.432, 20.961, -17.245], [0.623, 22.713, -20.327], [1.190, 21.318, -20.909], [-7.883, 12.057, -14.255], [-6.855, 12.139, -13.240], [-7.218, 11.472, -12.015], [-6.061, 11.049, -11.072], [-5.102, 10.000, -11.765], [-6.495, 10.595, -9.828], [-7.573, 12.655, -15.112], [-8.880, 12.245, -13.856], [-8.050, 11.038, -14.605], [-7.841, 12.231, -11.542], [-7.847, 10.592, -12.148], [-5.460, 11.929, -10.841], [-4.322, 10.279, -12.474], [-5.764, 9.325, -12.308], [-4.583, 9.439, -10.988], [-7.274, 11.150, -9.503], [-6.817, 9.643, -9.929], [-0.099, 12.620, -23.158], [-0.794, 13.642, -22.662], [-0.129, 14.181, -21.675], [-1.922, 13.987, -22.937], [0.708, 12.444, -22.577], [-0.375, 12.195, -24.031], [0.812, 13.817, -21.620], [-0.644, 14.766, -21.033], [2.346, 30.098, -23.458], [3.376, 29.350, -23.339], [4.211, 29.354, -24.300], [3.495, 28.586, -22.405], [1.620, 29.886, -22.789], [2.408, 30.771, -24.209], [5.076, 28.894, -24.055], [4.111, 29.962, -25.100], [-4.345, 25.588, -22.055], [-5.550, 25.263, -22.321], [-6.325, 26.266, -21.960], [-5.880, 24.207, -22.889], [-3.658, 24.898, -22.322], [-4.210, 26.542, -21.751], [-5.834, 27.137, -21.817], [-7.322, 26.220, -22.118], [-4.096, 21.405, -27.928], [-3.563, 20.206, -27.854], [-3.890, 19.624, -26.739], [-3.147, 19.546, -28.772], [-4.290, 21.869, -27.052], [-4.051, 21.993, -28.748], [-3.704, 18.632, -26.700], [-4.177, 20.181, -25.947], [-7.441, 11.199, -22.469], [-8.500, 11.910, -22.355], [-8.205, 13.179, -22.565], [-9.502, 11.484, -21.880], [-6.640, 11.811, -22.414], [-7.520, 10.316, -21.985], [-7.345, 13.420, -23.038], [-8.946, 13.858, -22.469], [7.657, 22.538, -23.710], [6.989, 21.875, -24.633], [6.647, 20.734, -24.122], [6.784, 22.205, -25.770], [8.008, 23.416, -24.064], [7.811, 22.217, -22.765], [6.370, 20.040, -24.802], [7.005, 20.484, -23.212], [-0.297, 29.769, -15.363], [0.256, 29.542, -16.522], [1.413, 28.976, -16.364], [-0.293, 29.770, -17.531], [0.141, 29.487, -14.498], [-1.222, 30.176, -15.376], [1.736, 28.681, -17.274], [1.748, 28.676, -15.460], [-6.263, 21.776, -11.706], [-6.926, 22.257, -12.745], [-6.030, 22.616, -13.628], [-8.119, 22.366, -12.782], [-5.303, 22.040, -11.542], [-6.826, 21.501, -10.913], [-5.086, 22.266, -13.543], [-6.393, 23.107, -14.433], [-0.525, 18.270, -11.918], [-0.445, 19.291, -11.106], [-0.044, 19.099, -9.874], [-0.810, 20.455, -11.443], [-0.911, 18.297, -12.851], [-0.003, 17.439, -11.675], [-0.166, 19.890, -9.259], [0.326, 18.228, -9.520], [5.824, 19.188, -12.012], [6.361, 19.644, -13.096], [5.912, 18.895, -14.048], [7.085, 20.616, -13.214], [6.126, 19.622, -11.152], [5.103, 18.482, -11.988], [5.307, 18.113, -13.844], [6.262, 19.060, -14.981]], "orbital_gap_ev": 9.37, "total_charge": 0, "lumo_energy_ev": -0.105, "e_tot_ev": -77024.901, "relative_energy_kj_mol": 954.7}



(5)
{"formula": "C6H13N2O", "method": "ωB97M-V/def2-TZVPD", "elements": ["C", "C", "C", "N", "C", "C", "C", "N", "O", "H", "H", "H", "H", "H", "H", "H", "H", "H", "H", "H", "H", "H"], "xyz": [[0.748, -0.654, -1.762], [0.591, -0.358, -0.267], [1.379, -1.164, 0.602], [0.244, 0.942, -0.013], [1.031, 1.831, 0.890], [-1.171, 1.127, -0.489], [-2.060, -0.045, 0.018], [-1.612, -1.053, 0.909], [-3.185, -0.022, -0.425], [0.476, -1.785, -2.075], [1.768, -0.707, -1.951], [0.144, 0.060, -2.363], [0.752, -1.951, 1.140], [1.699, -0.591, 1.401], [2.142, -1.833, 0.301], [0.740, 1.607, 1.908], [2.071, 1.464, 0.902], [0.976, 2.817, 0.469], [-1.330, 0.930, -1.522], [-1.644, 2.126, -0.291], [-2.139, -2.035, 0.923], [-1.620, -0.708, 1.692]], "orbital_gap_ev": 8.77, "total_charge": 1, "lumo_energy_ev": -5.074, "e_tot_ev": -11450.344, "relative_energy_kj_mol": 421.6}



(6)
{"formula": "C10H16", "method": "ωB97M-V/def2-TZVPD", "elements": ["C", "C", "C", "C", "C", "C", "C", "H", "H", "H", "H", "H", "H", "H", "H", "C", "C", "C", "H", "H", "H", "H", "H", "H", "H", "H"], "xyz": [[0.680, 0.968, 2.676], [0.112, 1.378, 1.337], [-1.253, 1.170, 1.072], [-1.653, 1.229, -0.245], [-0.801, 1.351, -1.338], [0.533, 1.614, -1.061], [0.956, 1.602, 0.262], [1.586, 0.379, 2.480], [0.000, 0.300, 3.194], [1.045, 1.787, 3.296], [-1.986, 0.977, 1.841], [-2.695, 1.093, -0.495], [-1.232, 1.273, -2.321], [1.223, 1.810, -1.869], [2.023, 1.671, 0.456], [0.825, -2.268, -2.041], [0.632, -3.031, -0.734], [-0.424, -2.384, 0.149], [-0.135, -2.084, -2.521], [1.445, -2.837, -2.734], [1.279, -1.305, -1.830], [0.311, -4.055, -0.914], [1.579, -3.169, -0.205], [-0.061, -1.480, 0.637], [-1.259, -2.057, -0.479], [-0.763, -3.036, 0.958]], "orbital_gap_ev": 10.08, "total_charge": 0, "lumo_energy_ev": 1.032, "e_tot_ev": -10629.342, "relative_energy_kj_mol": 38.8}